#w
The following is a quantum chemistry calculation of a 2-piece molecular cluster, CH3O2S overall, from OMol25.

ORCA input file:
```
! RIJCOSX wB97M-V def2-TZVPD def2/J DEFGRID3
* xyz -1 1
C -0.870 0.321 -0.932
O -1.076 0.505 1.615
O -0.359 -1.591 0.704
S -0.337 -0.149 0.557
H -0.054 0.001 -1.644
H -0.998 1.334 -0.986
H 3.695 -0.421 0.686
*
```

The value obtained for the HOMO-LUMO gap (alpha / beta) is 0.286 / 0.206 Ha. The value obtained for the HOMO energy (alpha / beta) is -3.56 / -2.33 eV. The value obtained for the LUMO energy (alpha / beta) is 4.212 / 3.285 eV.

#x
The following is a quantum chemistry calculation of a 2-piece molecular cluster, CH3O2S overall, from OMol25.

ORCA input file:
```
! RIJCOSX wB97M-V def2-TZVPD def2/J DEFGRID3
* xyz -1 1
C 0.217 -0.818 0.729
O -1.755 0.114 -0.646
O -0.204 1.686 0.587
S -0.425 0.423 -0.170
H 1.033 -0.532 1.272
H 0.470 -1.483 0.001
H 0.662 0.609 -1.772
*
```

The value obtained for the HOMO-LUMO gap (alpha / beta) is 0.272 / 0.272 Ha. The value obtained for the HOMO energy (alpha / beta) is -3.29 / -3.29 eV. The value obtained for the LUMO energy (alpha / beta) is 4.115 / 4.115 eV.

How far above the most stable structure does each one sit? In eV: #w 1.612; #x 0.000.

#w
The following is a quantum chemistry calculation of a 6-piece molecular cluster, C18H18F6O18 overall, from OMol25.

ORCA input file:
```
! RIJCOSX wB97M-V def2-TZVPD def2/J DEFGRID3
* xyz 0 1
O 1.979 6.447 5.042
C 1.909 5.276 4.888
O 1.028 4.709 4.047
C 1.251 3.286 3.937
C 2.268 3.077 5.054
F 3.418 2.537 4.514
O 2.676 4.355 5.494
H 0.291 2.798 4.086
H 1.605 3.088 2.928
H 1.920 2.467 5.884
O -2.648 -0.237 -4.905
C -1.808 0.588 -5.065
O -1.038 1.156 -4.102
C -0.183 2.162 -4.741
C -0.216 1.711 -6.177
F 0.819 0.815 -6.362
O -1.409 0.987 -6.280
H -0.710 3.104 -4.572
H 0.806 2.179 -4.298
H -0.222 2.487 -6.943
O -0.732 2.086 1.718
C -0.540 1.211 0.943
O -0.255 1.471 -0.354
C 0.314 0.315 -0.956
C 0.052 -0.796 0.049
F 1.211 -1.397 0.490
O -0.493 -0.119 1.163
H -0.247 0.127 -1.875
H 1.336 0.437 -1.313
H -0.565 -1.578 -0.383
O 2.801 -0.441 -4.664
C 2.780 -1.494 -4.131
O 3.573 -2.540 -4.454
C 3.176 -3.656 -3.675
C 2.099 -3.152 -2.705
F 2.590 -3.097 -1.432
O 1.934 -1.813 -3.144
H 2.781 -4.464 -4.296
H 4.045 -4.057 -3.154
H 1.134 -3.650 -2.725
O -1.681 -2.272 -2.442
C -2.753 -2.056 -1.967
O -3.842 -2.809 -2.008
C -4.857 -2.263 -1.173
C -4.445 -0.796 -1.138
F -4.663 -0.247 0.092
O -3.033 -0.883 -1.305
H -5.818 -2.490 -1.625
H -4.750 -2.703 -0.178
H -4.961 -0.202 -1.894
O 0.107 0.806 7.620
C 0.213 0.046 6.725
O 0.584 -1.239 6.835
C 0.637 -1.863 5.578
C -0.163 -0.866 4.707
F -1.477 -1.226 4.731
O 0.006 0.339 5.403
H 1.663 -1.984 5.214
H 0.242 -2.878 5.585
H 0.262 -0.798 3.708
*
```

The value obtained for the HOMO-LUMO gap is 0.407 Ha. As for the SMILES: O=C1OC[C@@H](F)O1.O=C1OC[C@@H](F)O1.O=C1OC[C@@H](F)O1.O=C1OC[C@@H](F)O1.O=C1OC[C@@H](F)O1.O=C1OC[C@@H](F)O1. The value obtained for the HOMO energy is -10.82 eV. The value obtained for the LUMO energy is 0.250 eV.

#x
The following is a quantum chemistry calculation of C18H18F6O18 as an isolated structure, from OMol25.

ORCA input file:
```
! RIJCOSX wB97M-V def2-TZVPD def2/J DEFGRID3
* xyz 0 1
C -1.787 -2.359 3.932
C -2.563 -3.671 3.924
O -2.375 -4.280 5.185
C -1.724 -3.414 5.977
O -1.415 -3.601 7.105
O -1.433 -2.272 5.329
F -1.951 -4.545 3.048
H -2.369 -1.473 3.693
H -0.862 -2.349 3.360
H -3.620 -3.579 3.685
C 5.013 1.680 0.393
C 5.907 2.463 -0.530
O 5.131 3.580 -0.896
C 3.818 3.283 -0.675
O 2.908 3.905 -1.102
O 3.700 2.114 -0.020
F 6.089 1.712 -1.670
H 5.084 2.002 1.434
H 5.112 0.604 0.305
H 6.852 2.814 -0.113
C 1.208 0.311 -0.255
C -0.155 0.297 -0.915
O -1.054 0.404 0.169
C -0.393 0.439 1.342
O -0.818 0.312 2.441
O 0.933 0.581 1.114
F -0.434 -0.902 -1.532
H 1.792 1.155 -0.634
H 1.865 -0.541 -0.433
H -0.229 1.072 -1.679
C 2.971 -1.234 -5.337
C 1.987 -0.588 -4.351
O 2.824 -0.367 -3.226
C 4.060 -0.847 -3.416
O 4.926 -0.742 -2.622
O 4.190 -1.408 -4.638
F 1.031 -1.482 -3.965
H 3.096 -0.598 -6.217
H 2.623 -2.202 -5.697
H 1.537 0.356 -4.647
C -1.859 3.515 -0.710
C -0.949 3.187 0.469
O -0.159 2.124 -0.056
C -0.130 2.252 -1.426
O 0.639 1.641 -2.097
O -1.026 3.151 -1.804
F -1.656 2.671 1.515
H -2.139 4.557 -0.836
H -2.724 2.847 -0.708
H -0.384 4.056 0.810
C -5.282 -2.002 -0.221
C -4.376 -1.023 0.563
O -4.509 -1.485 1.881
C -5.730 -2.096 2.000
O -6.281 -2.336 3.014
O -6.185 -2.402 0.775
F -4.902 0.228 0.463
H -4.711 -2.843 -0.630
H -5.768 -1.571 -1.095
H -3.344 -1.101 0.229
*
```

The value obtained for the HOMO-LUMO gap is 0.357 Ha. The value obtained for the HOMO energy is -9.48 eV. The value obtained for the LUMO energy is 0.224 eV.

How far above the most stable structure does each one sit? In eV: #w 0.000; #x 9.713.

#w
The following is a quantum chemistry calculation of one molecule with the formula H2N4O3, from OMol25.

ORCA input file:
```
! RIJCOSX wB97M-V def2-TZVPD def2/J DEFGRID3
* xyz 0 1
N -1.475 0.873 -0.614
N -0.630 0.324 0.276
N 0.535 0.247 -0.127
O 0.936 0.677 -1.234
O 1.407 -0.513 0.652
N 0.812 -1.777 1.036
O 1.493 -2.293 1.797
H -0.899 0.920 -1.466
H -2.179 1.542 -0.321
*
```

The value obtained for the HOMO-LUMO gap is 0.327 Ha. As for the SMILES: N/N=[N+](\[O-])ON=O. The value obtained for the HOMO energy is -9.38 eV. The value obtained for the LUMO energy is -0.484 eV.

#x
The following is a quantum chemistry calculation of a 2-piece molecular cluster, H2N4O3 overall, from OMol25.

ORCA input file:
```
! RIJCOSX wB97M-V def2-TZVPD def2/J DEFGRID3
* xyz 0 1
H 0.137 -1.680 0.219
N 0.496 -0.727 0.224
N 0.418 -0.197 1.342
O 0.007 -0.628 2.383
O 0.881 1.089 1.348
H 1.014 1.355 0.420
N -0.582 0.709 -1.030
N -0.989 0.287 -1.972
O -1.383 -0.210 -2.935
*
```

The value obtained for the HOMO-LUMO gap is 0.403 Ha. As for the SMILES: [H]/N=[N+](\[O-])O.N#[N+][O-]. The value obtained for the HOMO energy is -10.23 eV. The value obtained for the LUMO energy is 0.738 eV.

How far above the most stable structure does each one sit? In eV: #w 1.278; #x 0.000.

#w
The following is a quantum chemistry calculation of a 2-piece molecular cluster, C2H2BO3 overall, from OMol25.

ORCA input file:
```
! RIJCOSX wB97M-V def2-TZVPD def2/J DEFGRID3
* xyz -1 1
B -0.090 0.051 -0.398
C -1.650 -0.209 -0.080
C -4.165 -0.097 -0.001
O -1.254 0.997 -0.154
O -4.776 -1.098 0.044
O -4.107 1.081 -0.069
H 0.765 0.243 0.294
H 0.113 -0.146 -1.658
*
```

The value obtained for the HOMO-LUMO gap is 0.248 Ha. The value obtained for the HOMO energy is -2.88 eV. The value obtained for the LUMO energy is 3.879 eV.

#x
The following is a quantum chemistry calculation of C2H2BO3 as an isolated structure, from OMol25.

ORCA input file:
```
! RIJCOSX wB97M-V def2-TZVPD def2/J DEFGRID3
* xyz -1 1
B 0.094 0.133 0.333
C 1.812 -0.929 0.525
C 2.516 -0.932 -0.864
O 3.045 0.163 -1.058
O 2.025 -1.540 1.540
O 2.486 -1.985 -1.494
H -0.929 -0.593 0.104
H -0.071 1.172 0.103
*
```

The value obtained for the HOMO-LUMO gap is 0.250 Ha. The value obtained for the HOMO energy is -3.58 eV. The value obtained for the LUMO energy is 3.238 eV.

How far above the most stable structure does each one sit? In eV: #w 0.000; #x 0.214.

#w
The following is a quantum chemistry calculation of a 2-piece molecular cluster, C4H14NS2 overall, from OMol25.

ORCA input file:
```
! RIJCOSX wB97M-V def2-TZVPD def2/J DEFGRID3
* xyz 1 1
C -2.700 -0.435 -0.578
S -0.960 -0.900 -0.879
S -0.389 -1.777 0.949
C -1.006 -3.468 0.622
H -3.387 -1.302 -0.779
H -2.810 -0.100 0.479
H -3.012 0.387 -1.229
H -0.694 -3.835 -0.361
H -0.562 -4.121 1.377
H -2.104 -3.478 0.688
C 2.261 1.917 -1.116
N 1.071 1.648 -0.252
C 1.409 1.621 1.243
H 1.917 1.854 -2.132
H 2.690 2.892 -0.886
H 3.008 1.155 -0.958
H 0.568 0.755 -0.519
H 0.388 2.379 -0.396
H 2.126 0.811 1.425
H 0.455 1.376 1.713
H 1.733 2.618 1.586
*
```

The value obtained for the HOMO-LUMO gap is 0.351 Ha. The value obtained for the HOMO energy is -12.56 eV. The value obtained for the LUMO energy is -3.000 eV.

#x
The following is a quantum chemistry calculation of a 2-piece molecular cluster, C4H14NS2 overall, from OMol25.

ORCA input file:
```
! RIJCOSX wB97M-V def2-TZVPD def2/J DEFGRID3
* xyz 1 1
C 2.556 -0.908 0.351
S 1.623 0.631 0.142
S 0.928 0.290 -1.831
H 2.022 -1.834 0.209
H 2.933 -0.869 1.393
H 3.424 -0.786 -0.236
H 2.111 0.368 -2.467
C -2.005 1.776 1.160
C -2.058 0.269 1.388
N -1.773 -0.598 0.155
C -1.763 -2.098 0.328
H -2.750 2.060 0.395
H -2.331 2.328 2.069
H -0.969 2.093 0.944
H -1.475 -0.179 2.175
H -3.045 0.032 1.761
H -0.901 -0.281 -0.305
H -2.534 -0.400 -0.506
H -1.116 -2.310 1.189
H -1.386 -2.530 -0.581
H -2.775 -2.484 0.550
*
```

The value obtained for the HOMO-LUMO gap is 0.357 Ha. The value obtained for the HOMO energy is -12.68 eV. The value obtained for the LUMO energy is -2.958 eV.

How far above the most stable structure does each one sit? In eV: #w 0.000; #x 0.301.

#w
The following is a quantum chemistry calculation of a 2-piece molecular cluster, C4H8N2O overall, from OMol25.

ORCA input file:
```
! RIJCOSX wB97M-V def2-TZVPD def2/J DEFGRID3
* xyz 1 2
C 1.412 -0.508 -0.566
C 0.178 -0.493 0.275
C 0.095 -0.564 1.716
N -1.137 -0.903 2.097
C -1.808 -1.146 0.995
N -1.043 -0.871 -0.155
H 1.008 -0.463 -1.579
H 2.088 0.278 -0.238
H 1.858 -1.509 -0.491
H 0.860 -0.048 2.269
H -2.723 -1.713 0.868
H -1.706 -0.631 -0.887
H 0.054 2.418 -2.001
H 0.845 3.002 -0.911
O 0.020 3.152 -1.393
*
```

The value obtained for the HOMO-LUMO gap (alpha / beta) is 0.382 / 0.254 Ha. The value obtained for the HOMO energy (alpha / beta) is -14.97 / -14.97 eV. The expectation value of S² is 0.764. The value obtained for the LUMO energy (alpha / beta) is -4.579 / -8.052 eV.

#x
The following is a quantum chemistry calculation of a 2-piece molecular cluster, C4H8N2O overall, from OMol25.

ORCA input file:
```
! RIJCOSX wB97M-V def2-TZVPD def2/J DEFGRID3
* xyz 1 2
C 0.106 -1.413 1.016
C -0.269 -0.523 -0.101
C -1.248 0.527 -0.158
N -1.370 0.972 -1.400
C -0.494 0.300 -2.105
N 0.203 -0.622 -1.333
H 1.187 -1.555 1.093
H -0.220 -1.007 1.971
H -0.424 -2.360 0.891
H -1.837 0.991 0.619
H -0.247 0.446 -3.142
H 0.937 -1.257 -1.612
H 0.998 2.511 1.851
H 1.265 1.332 0.760
O 1.414 1.659 1.649
*
```

The value obtained for the HOMO-LUMO gap (alpha / beta) is 0.414 / 0.268 Ha. The value obtained for the HOMO energy (alpha / beta) is -15.19 / -15.33 eV. The expectation value of S² is 0.762. The value obtained for the LUMO energy (alpha / beta) is -3.926 / -8.023 eV.

How far above the most stable structure does each one sit? In eV: #w 0.880; #x 0.000.